Formula: C13H16BrF3NO3OsS3
Source: OMol25
Level of theory: ωB97M-V/def2-TZVPD

Geometry (Å):
Os 0.43 0.65 -0.90
O 6.28 1.64 0.28
C 5.02 1.38 0.18
C 4.16 1.08 1.27
C 2.84 0.82 1.06
N 2.30 0.83 -0.18
C 3.12 1.09 -1.22
Br 2.08 0.97 -2.85
C 4.44 1.37 -1.12
H 6.67 1.64 1.18
H 4.54 1.06 2.28
H 2.17 0.58 1.88
H 5.07 1.57 -1.98
C -3.68 -0.44 -0.08
C -3.34 -0.15 -1.54
S -1.60 0.12 -2.10
C -1.10 -1.54 -2.71
C -0.95 -2.61 -1.64
S 0.26 -2.16 -0.34
C -0.62 -2.70 1.17
C -1.83 -1.86 1.56
S -3.30 -2.12 0.52
H -4.78 -0.39 -0.03
H -3.27 0.30 0.61
H -3.83 0.79 -1.80
H -3.73 -0.93 -2.20
H -0.15 -1.38 -3.22
H -1.82 -1.86 -3.46
H -0.58 -3.52 -2.11
H -1.90 -2.85 -1.15
H 0.13 -2.62 1.96
H -0.87 -3.76 1.04
H -1.58 -0.80 1.62
H -2.13 -2.20 2.56
F -1.55 4.21 1.90
C -1.48 2.92 2.12
F -2.72 2.41 2.22
F -0.84 2.68 3.26
C -0.78 2.16 0.95
O -0.56 0.92 1.12
O -0.51 2.69 -0.12

- Energy above the lowest of the compared OMol25 structures with the same formula, charge and spin: 0.3008 eV
- <S²>: 6.02
- E_LUMO (alpha / beta): -10.701 / -13.560 eV
- Orbital gap (alpha / beta): 8.05 / 5.74 eV
- Spin multiplicity: 5
- HOMO (alpha / beta): -18.7516 / -19.3014 eV
- Net charge: +3

---

Formula: C13H16ClNO3
Source: OMol25
Level of theory: ωB97M-V/def2-TZVPD

Geometry (Å):
C -4.16 -0.76 0.42
C -2.71 -1.02 0.04
C -1.88 -1.46 1.25
C -2.08 0.23 -0.54
O -1.55 0.29 -1.62
O -2.17 1.26 0.29
C -1.59 2.50 -0.11
C -0.07 2.52 0.15
O 0.41 3.08 1.10
N 0.63 1.88 -0.80
C 2.06 1.70 -0.69
C 2.48 0.27 -0.42
C 1.63 -0.81 -0.62
C 2.04 -2.10 -0.36
C 3.33 -2.34 0.10
C 4.20 -1.28 0.28
C 3.77 0.01 0.02
Cl 4.89 1.31 0.24
H -4.60 -1.67 0.83
H -4.22 0.02 1.18
H -4.74 -0.45 -0.44
H -2.66 -1.79 -0.74
H -1.91 -0.70 2.02
H -0.85 -1.65 0.97
H -2.30 -2.38 1.66
H -2.07 3.26 0.52
H -1.81 2.69 -1.16
H 0.14 1.40 -1.54
H 2.39 2.33 0.13
H 2.54 2.04 -1.61
H 0.63 -0.64 -0.98
H 1.36 -2.93 -0.51
H 3.66 -3.35 0.31
H 5.21 -1.45 0.63

- SMILES: CC(C)C(=O)OCC(=O)NCc1ccccc1Cl
- Energy above the lowest of the compared OMol25 structures with the same formula, charge and spin: 0.3145 eV
- E_LUMO: 0.765 eV
- Orbital gap: 9.95 eV
- HOMO: -9.1820 eV